(1)
Molecular formula: C3H9O3
Method: DFT, ωB97M-V with the def2-TZVPD basis set

Last column: Mulliken charge in e.
Cartesian coordinates (Å):
C (-0.95125, 0.57328, 0.31294)  -0.379
O (-1.58553, -0.54496, 0.06669)  -0.700
C (0.59801, 0.37495, 1.01868)  -0.488
C (1.59841, -0.05218, -0.07505)  -0.374
O (2.87873, 0.04067, 0.40428)  -0.538
H (-0.79411, 1.25136, -0.57682)  0.253
H (-1.51346, 1.17352, 1.12436)  0.159
H (0.52248, -0.40223, 1.75287)  0.285
H (0.79481, 1.34166, 1.58200)  0.258
H (1.50607, -1.03837, -0.55077)  0.223
H (1.46695, 0.69606, -0.84982)  0.226
H (3.08182, -0.76292, 0.89515)  0.324
H (-2.39174, -1.41941, -2.21439)  0.214
H (-2.31289, -0.56189, -0.94012)  0.415
O (-2.89830, -0.66957, -1.95002)  -0.878

Calculated values
Highest occupied orbital energy   -3.689 eV
Relative energy (zero: lowest compared OMol25 entry of this formula, charge and spin)   95.88 kJ/mol
2S+1   1
Total energy   -345.39708 hartree
LUMO energy   3.5139 eV
Total charge   -1
Frontier orbital gap   0.2647 hartree

(2)
Molecular formula: C24H34N6O2RbS
Method: DFT, ωB97M-V with the def2-TZVPD basis set

Last column: Mulliken charge in e.
Cartesian coordinates (Å):
Rb (-0.48658, -0.20973, 0.10743)  0.561
O (-1.27316, -1.57458, -1.83457)  -0.490
C (-0.70528, -2.39565, -2.61225)  -0.170
C (-1.31616, -3.64561, -2.97048)  -0.632
C (-0.67773, -4.57885, -3.75007)  -0.343
C (0.61597, -4.37074, -4.25050)  -0.734
C (1.23237, -3.17586, -3.93406)  -0.593
C (0.61867, -2.18901, -3.15447)  1.037
C (1.43095, -0.99773, -2.88030)  -0.498
N (1.06742, 0.04951, -2.26047)  0.058
C (2.04691, 1.11140, -2.04596)  -1.098
C (1.78555, 1.80746, -0.71387)  0.041
N (2.36325, 1.04699, 0.39556)  -0.356
C (2.35222, 1.55241, 1.56148)  -0.584
C (1.75885, 2.82591, 2.03515)  0.532
C (2.58618, 3.68452, 2.75840)  -0.383
C (2.14253, 4.90270, 3.24295)  -0.743
C (0.80437, 5.24156, 3.01580)  -0.503
C (-0.05062, 4.39257, 2.34930)  -0.738
C (0.37454, 3.12589, 1.84605)  0.183
O (-0.43621, 2.30041, 1.29443)  -0.228
H (-2.31135, -3.82378, -2.57995)  0.390
H (-1.19352, -5.50768, -3.97707)  0.347
H (1.11877, -5.11728, -4.85006)  0.388
H (2.23987, -2.97872, -4.29232)  0.303
H (2.46846, -1.07648, -3.24944)  0.120
H (1.93812, 1.84994, -2.84809)  0.343
H (3.07831, 0.73481, -2.06718)  0.398
H (0.70680, 1.92547, -0.57563)  -0.350
H (2.19277, 2.82492, -0.72949)  0.574
H (2.89352, 0.97784, 2.32068)  0.415
H (3.61712, 3.38368, 2.92703)  0.403
H (2.80609, 5.56296, 3.78498)  0.354
H (0.42501, 6.19053, 3.38204)  0.375
H (-1.09439, 4.65812, 2.21803)  0.397
N (-0.88479, -0.93575, 3.22020)  -0.329
C (-0.25713, -2.23321, 3.43797)  -0.729
C (1.20577, -2.18850, 3.01497)  0.414
C (1.77110, -3.53089, 2.56417)  -0.916
C (1.15710, -4.03406, 1.25803)  -0.834
N (1.20374, -3.01091, 0.21943)  -0.117
H (-0.47034, -0.19342, 3.76987)  0.166
H (-1.87974, -0.93994, 3.40154)  0.185
H (-0.80194, -2.95320, 2.82229)  0.293
H (-0.32937, -2.60718, 4.47098)  0.322
H (1.81372, -1.76654, 3.82094)  0.469
H (1.28764, -1.50796, 2.16863)  -0.375
H (1.64010, -4.30222, 3.33249)  0.314
H (2.85430, -3.43248, 2.43160)  0.349
H (0.10402, -4.28382, 1.40751)  0.373
H (1.65126, -4.97440, 0.97698)  0.409
H (0.66630, -3.27829, -0.59840)  -0.010
H (2.14914, -2.83175, -0.09918)  0.183
C (-4.13885, 0.57668, -2.29062)  -0.894
N (-3.68371, 1.68957, -1.48784)  0.110
C (-2.82971, 2.70487, -2.08548)  -0.528
C (-2.38900, 3.53198, -0.86849)  -0.210
N (-2.91995, 2.78769, 0.27138)  -0.164
C (-3.57127, 1.66687, -0.14364)  -0.008
S (-4.01698, 0.39141, 0.86093)  -0.393
H (-3.28587, 0.11921, -2.80075)  0.237
H (-4.87311, 0.90970, -3.02733)  0.288
H (-4.57790, -0.16802, -1.63359)  0.318
H (-3.37971, 3.29836, -2.81867)  0.335
H (-1.99598, 2.21649, -2.60244)  0.234
H (-2.79418, 4.54431, -0.90411)  0.343
H (-1.30428, 3.59696, -0.77408)  0.027
H (-2.24000, 2.63055, 1.02162)  0.363

Calculated values
Highest occupied orbital energy   -4.247 eV
Relative energy (zero: lowest compared OMol25 entry of this formula, charge and spin)   55.58 kJ/mol
2S+1   1
Total energy   -1836.33280 hartree
LUMO energy   2.2484 eV
Total charge   -1
Frontier orbital gap   0.2387 hartree

(3)
Molecular formula: C26H27FeO4
Method: DFT, ωB97M-V with the def2-TZVPD basis set

Last column: Mulliken charge in e.
Cartesian coordinates (Å):
C (1.10360, 2.78208, 1.46744)  -1.540
C (1.82719, 1.74650, 0.64375)  0.821
C (1.26266, 0.51932, 0.45578)  -0.448
C (3.13228, 2.13034, 0.04748)  -1.718
Fe (4.58959, 1.85017, 1.32677)  0.565
C (4.03013, 3.29466, 2.35470)  0.101
O (3.86624, 4.36660, 2.77374)  -0.372
C (5.58479, 2.97042, 0.26299)  0.080
O (5.96440, 3.83631, -0.41119)  -0.350
C (4.63457, -0.19487, 1.22833)  -0.370
C (4.16873, 0.23463, 2.51614)  -0.872
C (5.17289, 1.08522, 3.09480)  -0.828
C (6.26352, 1.18223, 2.16178)  -0.426
C (5.93292, 0.37507, 1.01210)  -0.658
H (1.53232, 3.78146, 1.33103)  0.444
H (0.03818, 2.83712, 1.20135)  0.362
H (1.16264, 2.55256, 2.54319)  0.240
H (1.65470, -0.18175, -0.28223)  0.253
H (0.49746, 0.20694, 1.16225)  0.155
H (3.44564, 1.51857, -0.81544)  0.483
H (3.17268, 3.20564, -0.17817)  0.510
H (4.12907, -0.89850, 0.57091)  0.494
H (3.25781, -0.09709, 3.00793)  0.532
H (5.16414, 1.48100, 4.10637)  0.578
H (7.20510, 1.69013, 2.34407)  0.525
H (6.57787, 0.17863, 0.15932)  0.455
C (-2.47342, -6.22589, -3.98750)  -0.827
O (-1.43867, -5.85206, -3.05906)  -0.456
C (-1.54442, -4.67904, -2.39295)  0.832
C (-0.43003, -4.30890, -1.59495)  -0.606
C (-0.41576, -3.10057, -0.95839)  -0.681
C (-1.54954, -2.22456, -0.98874)  0.207
C (-1.43260, -1.01609, -0.27111)  -0.958
C (-2.38129, 0.02183, -0.13305)  1.002
C (-2.27870, 0.86450, 1.01690)  -0.479
C (-3.20191, 1.83770, 1.28032)  -0.734
C (-4.35091, 1.95982, 0.45821)  0.900
O (-5.26113, 2.88864, 0.84030)  -0.438
C (-6.45760, 3.07633, 0.05680)  -0.844
C (-4.49969, 1.11262, -0.67178)  -0.200
C (-3.46613, 0.26887, -1.02765)  -1.119
C (-2.71515, -2.68931, -1.66730)  -0.888
C (-2.69232, -3.84907, -2.41791)  -0.371
H (-2.10399, -7.16430, -4.39711)  0.247
H (-3.43050, -6.38954, -3.47342)  0.317
H (-2.58313, -5.48116, -4.78856)  0.340
H (0.40285, -5.00023, -1.52879)  0.411
H (0.46093, -2.78885, -0.38685)  0.392
H (-0.55122, -0.97914, 0.35053)  0.222
H (-1.45863, 0.69950, 1.71695)  0.399
H (-3.10741, 2.50293, 2.13519)  0.406
H (-6.88603, 3.99075, 0.46773)  0.250
H (-6.22347, 3.20833, -1.00902)  0.343
H (-7.15101, 2.23706, 0.20724)  0.323
H (-5.41989, 1.13476, -1.26158)  0.338
H (-3.50383, -0.22271, -1.99777)  0.735
H (-3.65609, -2.15257, -1.59741)  0.608
H (-3.57043, -4.13303, -3.00440)  0.314

Calculated values
Highest occupied orbital energy (spin up / spin down)   -0.945 / -3.657 eV
2S+1   5
Total energy   -2571.39543 hartree
LUMO energy (spin up / spin down)   2.2324 / 1.6962 eV
Total charge   -1
<S²>   6.143
Frontier orbital gap (spin up / spin down)   0.1168 / 0.1967 hartree

(4)
Molecular formula: C23H29As2N5O10Ti
Method: DFT, ωB97M-V with the def2-TZVPD basis set

Last column: Mulliken charge in e.
Cartesian coordinates (Å):
Ti (-0.51982, -0.00857, -0.04585)  0.040
C (5.42876, 0.90050, 0.44345)  -1.356
As (3.67772, 0.09885, 0.06695)  0.442
C (2.85184, 0.58081, 1.77924)  -0.977
C (4.03954, -1.77542, 0.50519)  -0.029
C (5.30436, -2.21649, 0.88288)  -0.311
C (5.53542, -3.54531, 1.20870)  -0.744
C (4.49136, -4.45195, 1.17031)  -0.792
C (3.22940, -4.03021, 0.77702)  -0.524
C (2.99459, -2.70473, 0.42229)  0.198
As (1.22151, -2.18882, -0.24677)  1.231
C (0.26045, -3.87114, -0.05569)  -1.170
C (1.59580, -2.26304, -2.16365)  -1.141
H (5.80547, 0.61792, 1.42550)  0.409
H (5.28849, 1.98146, 0.42315)  0.356
H (6.15434, 0.63533, -0.32394)  0.410
H (3.49919, 0.28722, 2.60480)  0.472
H (1.88303, 0.09382, 1.88056)  0.241
H (2.69434, 1.65908, 1.79203)  0.365
H (6.12959, -1.51940, 0.92734)  0.333
H (6.52850, -3.86498, 1.49840)  0.385
H (4.65212, -5.48743, 1.44190)  0.382
H (2.42734, -4.75374, 0.75459)  0.326
H (0.76228, -4.67263, -0.59464)  0.577
H (0.13898, -4.12512, 0.99473)  0.398
H (-0.72848, -3.71143, -0.48238)  -0.076
H (2.12637, -3.18353, -2.40220)  0.428
H (2.20446, -1.40103, -2.43074)  0.296
H (0.65541, -2.21180, -2.71049)  0.418
O (-6.53945, -2.03404, 2.67248)  -0.652
N (-6.65189, -0.92828, 2.16230)  1.216
O (-7.71156, -0.34481, 2.02446)  -0.649
C (-5.44122, -0.28616, 1.66918)  -0.891
C (-4.20882, -0.89081, 1.89850)  0.045
C (-3.08032, -0.28271, 1.41444)  -0.052
C (-3.11756, 0.88529, 0.57715)  1.426
O (-2.06026, 1.26584, -0.02582)  -0.431
C (-4.40568, 1.48082, 0.44339)  -1.122
C (-5.54256, 0.89616, 0.96760)  -0.281
N (-4.59697, 2.71282, -0.32745)  1.093
O (-3.62056, 3.28091, -0.76579)  -0.601
O (-5.74671, 3.09262, -0.49637)  -0.666
N (-1.81552, -0.92848, 1.55915)  0.894
O (-0.74037, -0.17360, 1.88399)  -0.679
O (-1.76555, -2.18492, 1.70786)  -0.640
H (-4.13777, -1.81267, 2.45615)  0.622
H (-6.50178, 1.36476, 0.81062)  0.648
C (1.70920, 2.98300, -2.13787)  -0.784
O (1.43064, 2.58847, -0.77227)  -0.387
C (0.73810, 1.50119, -0.62098)  0.666
O (0.35977, 0.86163, -1.63510)  -0.513
H (2.26116, 2.18939, -2.63907)  0.269
H (0.77955, 3.17879, -2.66788)  0.328
H (2.30778, 3.88508, -2.06966)  0.258
N (-1.72910, -1.26986, -1.37448)  -0.226
C (-2.75802, -1.80367, -1.37956)  0.047
N (-3.91824, -2.39591, -1.38531)  0.241
C (-4.03899, -3.77044, -0.86795)  -0.314
C (-5.44111, -3.95098, -0.31623)  -0.511
O (-6.40818, -3.60578, -1.29277)  -0.426
C (-6.32556, -2.23285, -1.62010)  -0.218
C (-4.99146, -1.91881, -2.27338)  -0.542
H (-3.29364, -3.90826, -0.08400)  0.327
H (-3.85780, -4.48017, -1.68004)  0.294
H (-5.57473, -3.33922, 0.58251)  0.147
H (-5.60707, -4.99420, -0.05500)  0.389
H (-6.45111, -1.61866, -0.71980)  0.017
H (-7.13857, -2.01494, -2.30982)  0.374
H (-4.87235, -0.84558, -2.41860)  0.445
H (-4.91617, -2.42550, -3.23921)  0.256

Calculated values
Highest occupied orbital energy (spin up / spin down)   -7.830 / -8.616 eV
Relative energy (zero: lowest compared OMol25 entry of this formula, charge and spin)   0.00 kJ/mol
2S+1   3
Total energy   -7240.77449 hartree
LUMO energy (spin up / spin down)   -0.4556 / -1.0464 eV
<S²>   2.011
Frontier orbital gap (spin up / spin down)   0.2710 / 0.2782 hartree